(1)
Here is a 4-piece molecular cluster, C15H27BClO9P overall in a non-equilibrium geometry from the Open Molecules 2025 dataset. Energies are from wB97M-V/def2-TZVPD.

The geometry in XYZ format:
```
54
Properties=species:S:1:pos:R:3:nbo_charge:R:1
C 0.25049 1.76339 1.55604 -0.5884
C -0.17072 3.11546 1.02164 -0.2124
C 0.86996 3.63554 0.07518 -0.5894
C -1.50695 2.90923 0.34821 -0.7747
B -2.55847 4.04782 0.59507 0.3162
Cl -1.98052 5.67654 1.07406 -0.1847
P -4.38714 3.81292 0.35799 0.5341
C -5.39194 4.50479 1.72722 -0.8744
C -4.82282 2.06610 0.00877 -0.8849
H 1.27553 1.59515 1.44368 0.2128
H 0.01778 1.64753 2.57623 0.1958
H -0.26634 1.00776 1.03890 0.1833
H -0.22288 3.75090 1.85338 0.1996
H 0.68620 3.23768 -0.88042 0.1916
H 1.83131 3.33296 0.34640 0.2165
H 0.86159 4.67995 0.06235 0.2104
H -1.94351 2.01394 0.66974 0.2217
H -1.32625 2.88330 -0.69279 0.2467
H -6.25745 3.93446 1.84294 0.2316
H -4.90037 4.54920 2.65215 0.2266
H -5.67905 5.46981 1.47234 0.2361
H -5.65683 2.07747 -0.61228 0.2309
H -4.04071 1.67331 -0.56371 0.2338
H -4.97533 1.45959 0.85178 0.2192
O 3.01542 1.48350 -1.41201 -0.5757
C 2.35295 0.83316 -2.10831 0.9709
O 1.59159 -0.18795 -1.67977 -0.4879
C 0.76164 -0.60493 -2.76572 -0.1000
C 1.54270 -0.13373 -3.97105 -0.1011
O 2.25768 0.99397 -3.44348 -0.4927
H 0.62231 -1.67930 -2.75886 0.2174
H -0.21125 -0.11561 -2.66622 0.1740
H 2.26013 -0.87785 -4.31368 0.1995
H 0.91014 0.15861 -4.80319 0.1964
O -0.84137 -5.15053 1.91875 -0.5686
C -0.64874 -4.01796 2.10227 0.9647
O 0.12780 -3.24087 1.31819 -0.4943
C -0.06063 -1.87289 1.72212 -0.1014
C -0.52664 -2.02958 3.15299 -0.1011
O -1.16805 -3.31626 3.12494 -0.4903
H 0.86082 -1.30760 1.64068 0.2175
H -0.81726 -1.41506 1.08455 0.1836
H 0.30100 -2.06147 3.86273 0.1860
H -1.22225 -1.25592 3.45870 0.2039
O 2.92361 -2.70812 -2.33793 -0.5912
C 3.35687 -3.67214 -1.84721 0.9767
O 3.23206 -4.90755 -2.36656 -0.4887
C 4.08838 -5.79202 -1.62364 -0.1004
C 4.22384 -5.06560 -0.30425 -0.1019
O 4.05192 -3.69231 -0.69957 -0.4836
H 3.64039 -6.77432 -1.52364 0.2069
H 5.03868 -5.88687 -2.15151 0.1856
H 3.44102 -5.33065 0.39923 0.1933
H 5.18969 -5.21694 0.16656 0.2042
```

## Properties
Molecular weight in g/mol: 428.611
SMILES: CC(C)CB(Cl)P(C)C.O=C1OCCO1.O=C1OCCO1.O=C1OCCO1
Kohn-Sham gap in eV: 8.37
Strongest force on any atom in eV/A: 2.9
Total energy in Eh: -2091.34259

=====

(2)
Here is a 4-piece molecular cluster, C18H32BN5O6S overall in a non-equilibrium geometry from the Open Molecules 2025 dataset. Energies are from wB97M-V/def2-TZVPD.

The geometry in XYZ format:
```
63
Properties=species:S:1:pos:R:3:nbo_charge:R:1
C 1.89358 0.59455 -0.33003 -0.3175
O 1.15557 0.78824 0.92780 -0.7752
B 0.09309 -0.21900 1.11841 1.2368
O 0.28666 -1.54146 1.81163 -0.9244
C -1.46789 0.09674 0.59265 -0.3783
C -2.17977 -0.74433 -0.64248 -0.1935
C -3.72949 -0.34733 -1.00776 -0.2361
C -4.46179 0.84757 -0.15217 0.0060
C -6.05601 1.15450 -0.55420 -0.4698
C -6.93916 0.17532 0.46500 -0.0701
O -8.14018 -0.39641 -0.16486 -0.7326
C -3.79490 1.73173 1.05670 0.0917
N -4.32512 2.85639 1.91865 -0.5725
S -2.98929 3.27875 2.97976 0.8119
N -1.69286 2.16882 2.56229 -0.5713
C -2.24056 1.31759 1.40958 0.1333
H 2.88259 1.25467 -0.24231 0.1928
H 2.28759 -0.52418 -0.45141 0.2308
H 1.28588 0.94604 -1.29274 0.2179
H -0.54543 -1.66038 2.39296 0.5003
H -1.63907 -1.60251 -1.24073 0.2511
H -4.33893 -0.89808 -1.84220 0.2448
H -6.25304 2.29162 -0.25202 0.2376
H -6.26882 0.94977 -1.69002 0.2435
H -6.21390 -0.73896 0.70716 0.1689
H -7.18450 0.69682 1.48464 0.1819
H -8.40606 -1.15579 0.46488 0.4711
C 5.78564 -4.38840 -2.47359 -0.4114
N 5.17077 -3.10468 -2.23116 -0.6171
C 4.06815 -2.82962 -1.47584 0.6791
C 3.37897 -3.97857 -0.79485 -0.7229
O 3.67039 -1.67069 -1.37091 -0.6306
H 6.81823 -4.34290 -2.11960 0.1976
H 5.78128 -4.56930 -3.55093 0.1960
H 5.26441 -5.20171 -1.96735 0.2131
H 5.58374 -2.28327 -2.66014 0.4032
H 2.51902 -3.60824 -0.23041 0.2531
H 3.02091 -4.69446 -1.53984 0.2242
H 4.06577 -4.46644 -0.09768 0.2283
C 0.62928 2.45154 6.76627 -0.4114
N 0.24132 1.08945 7.04729 -0.6197
C 0.43493 -0.01695 6.27248 0.6739
C 1.13545 0.16222 4.95492 -0.7271
O 0.03987 -1.11465 6.66149 -0.6395
H 1.29705 2.78609 7.56364 0.1939
H -0.27201 3.06885 6.76781 0.1938
H 1.13469 2.55037 5.80490 0.2187
H -0.23668 0.89442 7.92064 0.3993
H 1.21808 -0.80339 4.44893 0.2527
H 0.56216 0.83929 4.31567 0.2374
H 2.14315 0.55448 5.11752 0.2267
C 1.82657 2.64717 -6.42977 -0.4114
N 2.23167 2.15453 -5.13441 -0.6173
C 1.52293 1.36618 -4.27526 0.6765
C 0.14472 0.93541 -4.69212 -0.7210
O 2.01756 1.03204 -3.20007 -0.6279
H 2.54325 2.28480 -7.17051 0.1964
H 1.85653 3.73885 -6.40280 0.1982
H 0.82363 2.31876 -6.70487 0.2122
H 3.15163 2.40632 -4.78864 0.4036
H -0.29772 0.31326 -3.90954 0.2464
H -0.49269 1.81178 -4.83841 0.2285
H 0.19921 0.34674 -5.61204 0.2252
```

## Properties
Molecular weight in g/mol: 457.362
SMILES: COB(O)c1ccc(CCO)c2nsnc12.CNC(C)=O.CNC(C)=O.CNC(C)=O
Relative energy (zero: lowest compared OMol25 entry of this formula, charge and spin) in kJ/mol: 1070.6
Kohn-Sham gap in eV: 6.68
Strongest force on any atom in eV/A: 5.9
Total energy in Eh: -1853.03853

=====

(3)
Here is a 4-piece molecular cluster, C2H12NO3 overall in a non-equilibrium geometry from the Open Molecules 2025 dataset. Energies are from wB97M-V/def2-TZVPD.

The geometry in XYZ format:
```
18
Properties=species:S:1:pos:R:3:nbo_charge:R:1
C -0.28687 -1.78005 -0.62970 -0.0744
C -0.93696 -2.78527 -1.20567 -0.3402
N -0.89017 -0.93226 0.40091 -0.7524
H 0.78452 -1.76202 -0.76221 0.2255
H -0.29365 -3.55809 -1.61365 0.2344
H -2.00191 -2.87940 -1.36482 0.2227
H -1.52201 -0.19953 0.02195 0.4726
H -0.14463 -0.35871 0.91950 0.4811
H -1.39223 -1.51598 1.06836 0.4308
H 0.56072 1.32605 2.33853 0.5000
H 1.56441 1.13657 1.22596 0.5283
O 0.66127 0.89282 1.49330 -0.9766
H 3.74723 2.00043 0.09644 0.4922
H 2.86090 3.13570 0.51192 0.4886
O 3.01324 2.21132 0.67319 -0.9623
H -1.99308 1.42682 -1.77830 0.4948
H -1.96216 2.27116 -0.54852 0.4999
O -1.76862 1.37045 -0.84720 -0.9651
```

## Properties
Molecular weight in g/mol: 98.122
Net charge: +1
Relative energy (zero: lowest compared OMol25 entry of this formula, charge and spin) in kJ/mol: 75.6
Kohn-Sham gap in eV: 11.45
Strongest force on any atom in eV/A: 1.6
Total energy in Eh: -363.62206

=====

(4)
Here is C5H8O in the gas phase from the Open Molecules 2025 dataset. Energies are from wB97M-V/def2-TZVPD.

The geometry in XYZ format:
```
14
Properties=species:S:1:pos:R:3:nbo_charge:R:1
O -1.38971 -1.58907 0.00868 -0.7002
C -0.08490 -1.11973 0.22988 0.1061
C 0.67242 -0.47368 -0.96991 -0.4279
C 0.80534 0.81207 -0.16380 -0.2176
C -0.52965 1.30952 0.28987 -0.4238
C 0.10738 0.17469 1.02832 -0.2541
H -1.87463 -0.89040 -0.44935 0.4596
H 0.45880 -1.96517 0.65910 0.1861
H 0.12578 -0.41347 -1.91924 0.1991
H 1.63461 -0.95875 -1.15017 0.2162
H 1.67010 1.46657 -0.15867 0.2186
H -1.43743 1.14840 -0.29415 0.1898
H -0.52732 2.26309 0.80891 0.2281
H 0.36921 0.23592 2.08052 0.2202
```

## Properties
Molecular weight in g/mol: 84.118
SMILES: O[C@H]1C[C@H]2C[C@H]21
Relative energy (zero: lowest compared OMol25 entry of this formula, charge and spin) in kJ/mol: 181.2
Kohn-Sham gap in eV: 11.06
Strongest force on any atom in eV/A: 0.3
Total energy in Eh: -270.48888

=====

(5)
Here is an isolated ion of composition NO5S and charge -1 in a non-equilibrium geometry from the Open Molecules 2025 dataset. Energies are from wB97M-V/def2-TZVPD.

The geometry in XYZ format:
```
7
Properties=species:S:1:pos:R:3:nbo_charge:R:1
O -1.96687 -1.21245 -0.53346 -0.3663
N -1.95835 -0.20919 0.14357 0.3480
O -0.79534 0.38513 0.43962 -0.5880
S 0.96117 0.26191 0.03077 2.5009
O 1.31080 -0.90605 0.80155 -0.9699
O 1.38824 1.57665 0.52814 -0.9562
O 1.06037 0.10399 -1.41018 -0.9684
```

## Properties
Molecular weight in g/mol: 126.069
Net charge: -1
SMILES: O=NOS(=O)(=O)[O-]
Relative energy (zero: lowest compared OMol25 entry of this formula, charge and spin) in kJ/mol: 15.1
Kohn-Sham gap in eV: 10.16
Strongest force on any atom in eV/A: 2.0
Total energy in Eh: -829.13986

=====

(6)
Here is C5H9NO in the gas phase in a non-equilibrium geometry from the Open Molecules 2025 dataset. Energies are from wB97M-V/def2-TZVPD.

The geometry in XYZ format:
```
16
Properties=species:S:1:pos:R:3:nbo_charge:R:1
C -0.13983 -0.59861 1.72999 -0.6143
C 1.07006 -0.35507 0.83916 -0.3838
C 0.86450 -0.91540 -0.64205 -0.2579
N -0.36845 -0.46074 -1.19275 -0.3432
C -0.36916 0.79315 -1.39487 0.0075
C -1.68189 1.46554 -1.34349 0.3825
O -1.83285 2.56393 -0.87452 -0.5019
H -1.00087 -0.03646 1.38914 0.2109
H -0.41016 -1.65478 1.73439 0.2054
H 0.09329 -0.30607 2.75375 0.2126
H 1.94454 -0.87442 1.23401 0.2064
H 1.29934 0.71191 0.80042 0.1978
H 1.74844 -0.64557 -1.23377 0.1932
H 0.79503 -2.00270 -0.56116 0.1947
H 0.50758 1.44941 -1.49212 0.1681
H -2.51955 0.86588 -1.74613 0.1219
```

## Properties
Molecular weight in g/mol: 99.133
SMILES: CCC/N=C/C=O
Relative energy (zero: lowest compared OMol25 entry of this formula, charge and spin) in kJ/mol: 202.3
Kohn-Sham gap in eV: 9.99
Strongest force on any atom in eV/A: 1.9
Total energy in Eh: -325.86051

=====

(7)
Here is C21H17N3OS in the gas phase in a non-equilibrium geometry from the Open Molecules 2025 dataset. Energies are from wB97M-V/def2-TZVPD.

The geometry in XYZ format:
```
43
Properties=species:S:1:pos:R:3:nbo_charge:R:1
C 1.09120 3.65269 -0.15066 -0.6513
C 0.97048 2.28803 0.43950 0.2842
C 2.11727 1.64681 0.97057 -0.3437
C 1.99328 0.38169 1.47258 0.1168
S 3.34001 -0.64287 1.97227 0.3033
C 4.43915 -0.37250 0.52906 -0.6287
C 3.69533 -0.06266 -0.76265 0.5645
O 4.08502 0.83933 -1.46857 -0.5340
C 2.48485 -0.85170 -1.06878 -0.1258
C 1.49329 -0.22981 -1.83200 -0.1828
C 0.28714 -0.86052 -2.05977 -0.2183
C 0.06722 -2.13172 -1.55247 -0.1837
C 1.06444 -2.77628 -0.83766 -0.2015
C 2.26690 -2.14236 -0.58804 -0.1931
N 0.76212 -0.16796 1.51635 -0.1954
N 0.43740 -1.36601 1.96851 -0.2816
C -0.85557 -1.50114 1.71848 0.0111
C -1.41059 -0.38447 1.07649 -0.2047
C -2.77631 -0.19118 0.62376 0.0442
C -3.76747 -1.13141 0.90709 -0.2296
C -5.06079 -0.94496 0.45804 -0.2051
C -5.38960 0.17973 -0.28035 -0.2281
C -4.41272 1.11985 -0.56565 -0.1912
C -3.11782 0.93921 -0.11994 -0.2391
C -0.33090 0.49894 0.95026 0.3370
N -0.20221 1.70893 0.41768 -0.4548
H 1.85435 3.65710 -0.92726 0.2300
H 0.13801 3.95563 -0.57282 0.2364
H 1.38796 4.36711 0.61578 0.2276
H 3.07510 2.13739 0.93664 0.2432
H 5.13783 0.43783 0.74150 0.2458
H 5.00126 -1.30150 0.42230 0.2529
H 1.68036 0.76435 -2.20994 0.2300
H -0.48673 -0.35869 -2.62011 0.2234
H -0.88235 -2.61899 -1.71524 0.2202
H 0.89837 -3.77140 -0.45481 0.2184
H 3.02998 -2.65458 -0.02316 0.2192
H -1.34084 -2.41203 2.00779 0.2100
H -3.52680 -2.00998 1.48620 0.2038
H -5.81823 -1.68108 0.68662 0.2108
H -6.40168 0.32270 -0.62965 0.2106
H -4.66375 1.99993 -1.14027 0.2089
H -2.35396 1.66854 -0.33770 0.2402
```

## Properties
Molecular weight in g/mol: 359.454
SMILES: Cc1cc(SCC(=O)c2ccccc2)n2ncc(-c3ccccc3)c2n1
Relative energy (zero: lowest compared OMol25 entry of this formula, charge and spin) in kJ/mol: 6.1
Kohn-Sham gap in eV: 7.73
Strongest force on any atom in eV/A: 1.2
Total energy in Eh: -1448.13848

=====

(8)
Here is a 2-piece molecular cluster, C2H3FNP overall in a non-equilibrium geometry from the Open Molecules 2025 dataset. Energies are from wB97M-V/def2-TZVPD.

The geometry in XYZ format:
```
8
Properties=species:S:1:pos:R:3:nbo_charge:R:1
C 0.14803 -0.35784 0.50663 0.0401
C 0.08185 0.76390 -0.41219 -0.7778
N -0.38274 -1.42618 0.81480 -0.5109
F 3.09844 -0.76927 -0.55333 -0.6468
P 1.50702 0.86287 0.77595 0.9550
H 0.28782 0.57991 -1.45808 0.2971
H -0.70310 1.49495 -0.25130 0.2723
H 0.02535 -1.97790 1.56418 0.3711
```

## Properties
Molecular weight in g/mol: 91.025
Relative energy (zero: lowest compared OMol25 entry of this formula, charge and spin) in kJ/mol: 310.3
Kohn-Sham gap (spin up / spin down) in eV: 7.17 / 7.17
Strongest force on any atom in eV/A: 3.1
Total energy in Eh: -573.81479